{"formula": "C16H30N8O2PTi", "method": "the ωB97M-V functional and the def2-TZVPD basis", "elements": ["H", "H", "H", "C", "C", "H", "Ti", "O", "H", "H", "C", "H", "H", "H", "C", "H", "C", "C", "C", "H", "H", "N", "N", "N", "C", "H", "N", "H", "H", "H", "P", "N", "C", "C", "C", "H", "N", "H", "C", "N", "H", "C", "O", "H", "N", "H", "C", "H", "H", "H", "C", "H", "H", "H", "H", "H", "C", "H"], "positions_angstrom": [[4.101039, 2.733102, -1.829084], [-0.042952, 3.539419, 1.500495], [-1.088731, -0.400144, -2.008998], [-3.172475, -4.664934, -0.680159], [2.067790, 2.782433, -2.652309], [-4.345442, 0.292610, 0.688707], [0.573511, 1.515179, -0.215002], [1.255644, -0.358564, -0.062763], [-0.492448, 4.094849, -0.074053], [2.388647, -1.738206, 3.005114], [-2.230092, -2.688401, -1.662310], [-4.880579, -4.427949, 0.556656], [3.231921, -2.943787, 1.405199], [-1.557525, -4.691593, -2.212703], [2.689899, -1.046688, 2.138845], [-4.964237, -1.875541, 0.183143], [-2.255770, -4.072242, -1.636216], [-3.126291, -6.067651, -0.574451], [-1.611149, 0.105658, -1.112149], [3.418173, 1.622046, 0.196384], [3.690273, 4.119908, 0.069352], [2.689191, 2.246770, -0.290499], [-2.973186, -7.219605, -0.660366], [-1.467650, 1.312317, -0.619162], [-3.068811, -1.885787, -0.849306], [3.325432, 1.258653, -2.067730], [0.707593, 2.287066, -2.323509], [1.666545, 5.044709, -0.471062], [0.519638, 1.474242, -2.946159], [2.110683, 3.902431, -2.699002], [1.114601, -0.487799, 1.487832], [0.245685, 3.614510, 0.455970], [-4.121718, -3.908893, -0.006881], [-2.609461, 1.520257, 0.208926], [1.570547, 4.375658, 0.412219], [-2.090186, -0.746697, 1.807033], [-1.447824, -1.300222, 2.410435], [4.613710, -1.893060, 1.290944], [-4.141456, -2.492388, -0.218024], [-2.715294, -0.494137, -0.590280], [0.260631, -2.432409, 2.473439], [-0.152872, -1.722873, 1.766660], [0.682851, 0.950344, 1.873061], [-0.396067, -2.276503, 0.835199], [3.533586, -1.962843, 1.226483], [-2.744533, 2.545476, 0.609189], [2.836671, 3.524401, 0.433459], [3.312674, -1.813886, 0.262260], [-2.067768, -2.186046, 2.483314], [3.343853, -0.280596, 2.646473], [3.103393, 2.265948, -1.706040], [-1.572170, -2.198666, -2.385532], [2.379180, 2.479466, -3.677243], [-1.367045, -0.859454, 3.331955], [1.609253, 4.958930, 1.321831], [3.080612, 3.211247, 1.451821], [-3.367358, 0.437665, 0.227594], [-0.052140, 2.922262, -2.528982]], "atomic_forces_ev_per_a": [[-0.7, 0.4, 0.0], [0.3, 0.4, -2.3], [-0.5, 1.1, 2.0], [0.8, 1.0, -1.2], [0.5, 2.2, -1.4], [0.4, -0.1, -0.2], [0.7, 1.7, -0.7], [0.3, -1.1, 0.8], [0.4, 0.1, 0.5], [0.7, 1.0, -0.8], [0.6, 0.5, -0.3], [-0.2, 0.2, 0.1], [0.8, 0.4, 0.0], [-0.6, 0.3, 0.1], [1.3, -1.8, 2.6], [0.5, -0.5, 0.1], [-1.0, 0.3, 1.6], [0.4, -3.0, -0.3], [-0.9, -2.1, -1.5], [-1.6, 1.0, -1.1], [-0.3, -0.2, 0.0], [1.4, -1.5, 0.6], [-0.3, 1.9, 0.4], [-0.9, 0.5, 0.8], [0.0, -1.0, -0.2], [-0.2, -0.4, 0.6], [0.2, -1.7, 0.2], [-0.8, -0.4, 0.6], [0.1, 0.6, 0.4], [-0.5, -0.9, 0.2], [-0.6, 3.8, -2.6], [0.6, -0.8, 1.5], [0.1, 1.2, -1.3], [2.2, 2.9, -0.2], [0.1, 0.6, -0.3], [0.7, 0.5, 0.1], [-1.8, -1.7, -0.8], [-1.9, -0.1, 0.4], [-0.2, -0.3, 1.4], [-0.1, -0.4, -1.2], [0.0, -0.5, 0.1], [-0.9, -1.1, 0.8], [0.3, -2.1, 0.4], [0.2, 0.5, 0.4], [0.5, -0.3, 0.9], [-0.2, -1.1, 0.0], [-0.1, -0.1, 0.6], [-0.2, 0.4, -1.2], [1.2, 1.2, 0.5], [-0.8, -0.4, -0.9], [1.2, -0.8, -0.6], [0.0, -0.3, 0.3], [-0.4, 0.2, 0.6], [0.0, 0.0, 0.0], [0.0, 0.6, -0.1], [-0.1, 0.3, 0.1], [-0.9, -1.5, -0.2], [0.1, 0.5, -0.2]], "gap_ev": [6.37, 6.43], "charge": 4, "homo_energy_ev": [-19.11, -19.12], "de_lowest_kcal_mol": 15.4, "multiplicity": 2}